[1]
{
  "formula": "C6H10O2",
  "method": "ωB97M-V/def2-TZVPD",
  "homo_energy_ev": -8.194,
  "relative_energy_kcal_mol": 236.9,
  "e_lumo_ha": -0.0102,
  "gap_ev": 7.92,
  "total_energy_ev": -10468.89507,
  "species": ["C", "C", "C", "C", "C", "C", "H", "H", "H", "H", "H", "H", "H", "H", "H", "H", "O", "O"],
  "xyz": [[0.874, 0.105, 0.442], [-0.017, -0.690, 1.313], [-0.849, -1.315, -0.097], [-0.962, -0.057, -1.223], [-0.157, 0.867, -0.316], [1.231, 1.554, -0.034], [2.937, -0.241, -0.246], [-0.869, -0.328, 1.889], [0.504, -1.615, 1.963], [-1.774, -1.537, 0.516], [-0.477, -2.103, -0.632], [-1.857, 0.438, -1.691], [-0.218, -0.347, -1.908], [-2.295, 1.026, -0.234], [2.059, 1.183, -0.729], [1.123, 2.505, 0.624], [1.846, -0.742, -0.324], [-1.099, 1.298, 0.686]],
  "lowdin_charge": [-0.474, -0.065, -0.052, -0.078, -0.514, 0.065, 0.238, 0.088, 0.161, 0.098, 0.046, 0.108, 0.084, 0.336, 0.106, 0.134, -0.138, -0.143]
}

***

[2]
{
  "formula": "C5H8FNO",
  "method": "ωB97M-V/def2-TZVPD",
  "homo_energy_ev": [-9.568, -9.569],
  "relative_energy_kcal_mol": 107.3,
  "e_lumo_ha": [-0.0342, -0.0342],
  "gap_ev": [8.64, 8.64],
  "total_energy_ev": -11565.76902,
  "smiles": "C=C(N=O)C(C)(C)F",
  "species": ["C", "C", "C", "C", "C", "N", "O", "F", "H", "H", "H", "H", "H", "H", "H", "H"],
  "xyz": [[-1.711, -1.824, 0.732], [-0.868, -0.741, 0.891], [1.465, 0.175, 0.023], [-0.623, 1.363, -0.695], [0.030, 0.078, -0.273], [-0.819, 0.121, 2.018], [-0.902, -0.464, 3.112], [-0.072, -0.810, -1.361], [-2.264, -2.063, 1.642], [-1.861, -2.104, -0.298], [2.092, -0.694, -0.362], [1.596, 0.229, 1.119], [1.886, 1.121, -0.460], [0.039, 1.746, -1.540], [-0.535, 1.998, 0.090], [-1.697, 1.423, -0.920]],
  "lowdin_charge": [0.135, -0.210, -0.032, -0.027, -0.522, 0.000, -0.010, -0.045, 0.073, 0.068, 0.117, 0.086, 0.108, 0.119, 0.039, 0.101]
}

***

[3]
{
  "formula": "C15H37FN5O5PS",
  "method": "ωB97M-V/def2-TZVPD",
  "homo_energy_ev": -7.433,
  "e_lumo_ha": -0.0191,
  "gap_ev": 6.91,
  "total_energy_ev": -56678.62857,
  "smiles": "CP(C)N(CCCCN)S(=O)(=O)F.CN(C)C=O.CN(C)C=O.CN(C)C=O",
  "species": ["C", "P", "C", "N", "C", "C", "C", "C", "N", "S", "O", "O", "F", "H", "H", "H", "H", "H", "H", "H", "H", "H", "H", "H", "H", "H", "H", "H", "H", "C", "O", "N", "C", "C", "H", "H", "H", "H", "H", "H", "H", "C", "O", "N", "C", "C", "H", "H", "H", "H", "H", "H", "H", "C", "O", "N", "C", "C", "H", "H", "H", "H", "H", "H", "H"],
  "xyz": [[-2.506, -0.347, -0.125], [-2.071, 1.471, -0.508], [-2.581, 2.674, 0.884], [-0.387, 1.693, -1.044], [0.610, 0.921, -0.211], [0.672, 1.336, 1.373], [1.419, 2.756, 1.699], [1.692, 3.723, 0.406], [0.402, 4.458, 0.113], [-0.191, 1.307, -2.752], [0.111, 2.660, -3.498], [-1.423, 0.570, -3.366], [1.177, 0.291, -3.072], [-2.537, -0.978, -1.137], [-3.569, -0.365, 0.386], [-1.770, -0.902, 0.595], [-3.408, 2.149, 1.550], [-3.101, 3.623, 0.411], [-1.669, 3.064, 1.547], [1.696, 1.083, -0.679], [0.403, -0.242, -0.314], [1.318, 0.490, 1.912], [-0.393, 1.278, 1.907], [0.688, 3.366, 2.420], [2.385, 2.546, 2.355], [2.475, 4.547, 0.769], [2.187, 3.200, -0.517], [0.327, 5.326, 0.710], [0.307, 4.734, -0.889], [-4.548, -3.584, -1.387], [-4.134, -2.606, -0.776], [-3.901, -4.206, -2.433], [-4.459, -5.361, -3.104], [-2.623, -3.689, -2.876], [-5.511, -4.056, -1.131], [-3.762, -6.198, -3.005], [-4.598, -5.122, -4.163], [-5.422, -5.642, -2.670], [-1.917, -3.720, -2.040], [-2.749, -2.649, -3.191], [-2.234, -4.282, -3.708], [-1.618, 1.388, 4.768], [-1.597, 1.620, 3.566], [-0.961, 0.351, 5.394], [-1.036, 0.143, 6.825], [-0.169, -0.562, 4.596], [-2.191, 2.021, 5.466], [-0.027, 0.199, 7.244], [-1.460, -0.846, 7.017], [-1.665, 0.902, 7.300], [0.611, 0.004, 4.076], [-0.815, -1.036, 3.851], [0.290, -1.328, 5.226], [6.732, -0.390, -2.408], [7.711, -1.115, -2.537], [5.478, -0.641, -2.921], [4.369, 0.270, -2.724], [5.259, -1.853, -3.682], [6.788, 0.558, -1.847], [3.568, -0.257, -2.198], [4.010, 0.606, -3.700], [4.674, 1.139, -2.135], [5.492, -2.717, -3.051], [5.931, -1.858, -4.546], [4.222, -1.915, -4.022]],
  "lowdin_charge": [-0.316, 0.867, -0.317, -0.427, -0.295, -0.192, -0.191, -0.276, -0.050, 0.835, -0.364, -0.381, -0.264, 0.042, 0.064, 0.042, 0.060, 0.050, 0.029, 0.110, 0.122, 0.113, 0.072, 0.112, 0.111, 0.113, 0.109, 0.084, 0.073, -0.304, -0.016, -0.206, -0.066, -0.045, 0.130, 0.089, 0.090, 0.084, 0.094, 0.092, 0.089, -0.288, -0.026, -0.201, -0.063, -0.042, 0.135, 0.090, 0.090, 0.086, 0.076, 0.096, 0.091, -0.330, 0.001, -0.209, -0.073, -0.050, 0.127, 0.074, 0.092, 0.085, 0.092, 0.093, 0.088]
}